This record from the Open Molecules 2025 dataset describes a cluster of 2 separate species, C3H12N2 in total. The level of theory is wB97M-V/def2-TZVPD.

Each atom is followed by the atoms it is bonded to, with distances in Å.
Atoms and positions in Å:
1 C 0.054 0.808 0.858  C2 1.394, H6 1.070, H7 0.975
2 C -0.097 0.129 -0.349  C1 1.394, C3 1.740, H8 1.126, H9 1.142
3 C -0.491 -1.383 0.419  C2 1.740, N4 1.493, H10 1.096, H11 1.038
4 N -0.321 -2.358 -0.699  C3 1.493, H12 1.037, H13 1.056, H14 1.059
5 N 0.673 2.611 -0.070  H15 1.055, H16 1.063, H17 1.010
6 H -0.698 1.106 1.559  C1 1.070
7 H 0.917 0.809 1.311  C1 0.975
8 H -0.973 0.549 -0.916  C2 1.126
9 H 0.876 -0.076 -0.910  C2 1.142
10 H -1.498 -1.302 0.846  C3 1.096
11 H 0.347 -1.343 1.031  C3 1.038
12 H -0.412 -3.345 -0.394  N4 1.037
13 H 0.635 -2.309 -1.144  N4 1.056
14 H -1.007 -2.192 -1.489  N4 1.059
15 H 1.189 2.765 0.836  N5 1.055
16 H 1.436 2.972 -0.717  N5 1.063
17 H -0.078 3.272 -0.203  N5 1.010

For the electronic energy, the calculation gives -6245.3881 eV. Its gap between HOMO and LUMO (alpha / beta) is 11.79 / 7.89 eV. The lowest unoccupied orbital energy (alpha / beta) is -0.5770 / -0.7309 Eh. The relative energy (zero: lowest compared OMol25 entry of this formula, charge and spin) comes out at 55.9 kcal/mol. The multiplicity is 2. Its total charge is +3.

Atomic partial charges in e from the natural (NBO) method, atoms 1 to 6:
1 C 0.0964
2 C -0.4836
3 C -0.0342
4 N -0.7123
5 N -0.5308
6 H 0.2942


This record from the Open Molecules 2025 dataset describes a cluster of 2 separate species, C3H12N2O in total. The level of theory is wB97M-V/def2-TZVPD.

Each atom is followed by the atoms it is bonded to, with distances in Å.
Atoms and positions in Å:
1 N -0.309 1.241 1.646  C2 1.457, H6 1.007, H7 1.009
2 C -0.208 1.825 0.315  N1 1.457, C3 1.523, H8 1.095, H9 1.093
3 C 0.669 0.951 -0.572  C2 1.523, C4 1.542, H10 1.099, H11 1.092
4 C 0.019 -0.411 -0.890  C3 1.542, N5 1.478, H12 1.094, H13 1.067
5 N -0.516 -0.487 -2.265  C4 1.478, H14 1.013, H15 1.005
6 H -0.580 1.908 2.350  N1 1.007
7 H 0.539 0.770 1.923  N1 1.009
8 H -1.191 1.808 -0.166  C2 1.095
9 H 0.199 2.838 0.362  C2 1.093
10 H 1.633 0.737 -0.088  C3 1.099
11 H 0.978 1.455 -1.490  C3 1.092
12 H 0.742 -1.215 -0.723  C4 1.094
13 H -0.783 -0.560 -0.202  C4 1.067
14 H -0.252 -1.356 -2.712  N5 1.013
15 H -0.102 0.231 -2.835  N5 1.005
16 O -0.047 -3.541 1.853  H17 0.966, H18 0.964
17 H -0.455 -3.317 1.007  O16 0.966
18 H -0.338 -2.877 2.489  O16 0.964

For the electronic energy, the calculation gives -8332.8596 eV. Its gap between HOMO and LUMO is 10.08 eV. As for the SMILES: NCCCN.O. The lowest unoccupied orbital energy is 0.0344 Eh. The relative energy (zero: lowest compared OMol25 entry of this formula, charge and spin) comes out at 10.7 kcal/mol. Its total charge is 0.

Atomic partial charges in e from the natural (NBO) method, atoms 1 to 6:
1 N -0.8548
2 C -0.2157
3 C -0.4136
4 C -0.2253
5 N -0.8381
6 H 0.3639


This record from the Open Molecules 2025 dataset describes a cluster of 2 separate species, C3H12N2O in total. The level of theory is wB97M-V/def2-TZVPD.

Each atom is followed by the atoms it is bonded to, with distances in Å.
Atoms and positions in Å:
1 N 1.629 -0.216 -0.757  C2 1.554, H6 1.052, H7 1.014
2 C 0.111 -0.540 -0.673  N1 1.554, C3 1.500, H8 1.070, H9 1.171
3 C -0.625 0.535 0.071  C2 1.500, C4 1.574, H10 1.141, H11 1.085
4 C -2.100 0.082 0.381  C3 1.574, N5 1.479, H12 1.082, H13 1.064
5 N -2.854 1.189 1.007  C4 1.479, H14 0.987, H15 1.065
6 H 1.734 0.523 -0.016  N1 1.052
7 H 1.916 0.169 -1.650  N1 1.014
8 H 0.188 -1.457 -0.125  C2 1.070
9 H -0.422 -0.590 -1.715  C2 1.171
10 H -0.227 0.890 1.079  C3 1.141
11 H -0.641 1.388 -0.600  C3 1.085
12 H -2.083 -0.846 0.937  C4 1.082
13 H -2.666 -0.152 -0.489  C4 1.064
14 H -2.873 1.491 1.946  N5 0.987
15 H -2.827 2.094 0.445  N5 1.065
16 O 4.027 -1.880 0.162  H17 1.063, H18 0.968
17 H 3.107 -1.568 -0.270  O16 1.063
18 H 4.606 -1.111 0.265  O16 0.968

For the electronic energy, the calculation gives -8332.1742 eV. Its gap between HOMO and LUMO is 9.84 eV. As for the SMILES: NCCCN.O. The lowest unoccupied orbital energy is 0.0319 Eh. The relative energy (zero: lowest compared OMol25 entry of this formula, charge and spin) comes out at 26.5 kcal/mol. Its total charge is 0.

Atomic partial charges in e from the natural (NBO) method, atoms 1 to 6:
1 N -0.8718
2 C -0.2256
3 C -0.4313
4 C -0.2047
5 N -0.8788
6 H 0.3622


This record from the Open Molecules 2025 dataset describes a cluster of 2 separate species, C3H12N2O in total. The level of theory is wB97M-V/def2-TZVPD.

Each atom is followed by the atoms it is bonded to, with distances in Å.
Atoms and positions in Å:
1 N -2.576 0.147 -0.142  C2 1.454, H6 1.019, H7 1.009
2 C -1.208 0.634 -0.213  N1 1.454, C3 1.541, H8 1.102, H9 1.097
3 C -0.224 0.228 0.902  C2 1.541, C4 1.538, H10 1.074, H11 1.096
4 C 1.237 0.174 0.421  C3 1.538, N5 1.465, H12 1.095, H13 1.091
5 N 2.173 1.011 1.176  C4 1.465, H14 1.005, H15 1.008
6 H -3.093 0.676 0.560  N1 1.019
7 H -2.629 -0.811 0.167  N1 1.009
8 H -0.811 0.264 -1.173  C2 1.102
9 H -1.186 1.727 -0.295  C2 1.097
10 H -0.496 -0.733 1.294  C3 1.074
11 H -0.386 0.929 1.729  C3 1.096
12 H 1.550 -0.874 0.448  C4 1.095
13 H 1.178 0.448 -0.634  C4 1.091
14 H 3.112 0.677 1.051  N5 1.005
15 H 1.918 0.977 2.150  N5 1.008
16 O 0.635 -2.012 -2.163  H17 0.966, H18 0.964
17 H 1.023 -1.300 -2.688  O16 0.966
18 H -0.217 -2.162 -2.589  O16 0.964

For the electronic energy, the calculation gives -8332.8445 eV. Its gap between HOMO and LUMO is 9.93 eV. As for the SMILES: NCCCN.O. The lowest unoccupied orbital energy is 0.0315 Eh. The relative energy (zero: lowest compared OMol25 entry of this formula, charge and spin) comes out at 11.0 kcal/mol. Its total charge is 0.

Atomic partial charges in e from the natural (NBO) method, atoms 1 to 6:
1 N -0.8284
2 C -0.2085
3 C -0.4279
4 C -0.2117
5 N -0.8368
6 H 0.3481


This record from the Open Molecules 2025 dataset describes a cluster of 2 separate species, C3H12N2O in total. The level of theory is wB97M-V/def2-TZVPD.

Each atom is followed by the atoms it is bonded to, with distances in Å.
Atoms and positions in Å:
1 C 1.125 0.142 -0.534  C2 1.536, N5 1.461, H6 1.098, H7 1.093
2 C 0.276 -1.137 -0.515  C1 1.536, C3 1.601, H8 1.088, H9 1.093
3 C -1.271 -0.953 -0.146  C2 1.601, N4 1.432, H10 1.091, H11 1.089
4 N -1.788 0.301 -0.606  C3 1.432, H12 1.027, H13 1.029
5 N 2.092 0.060 -1.627  C1 1.461, H14 1.017, H15 1.019
6 H 1.541 0.249 0.477  C1 1.098
7 H 0.532 1.051 -0.665  C1 1.093
8 H 0.704 -1.881 0.153  C2 1.088
9 H 0.309 -1.587 -1.510  C2 1.093
10 H -1.777 -1.746 -0.698  C3 1.091
11 H -1.474 -0.957 0.924  C3 1.089
12 H -1.698 0.458 -1.617  N4 1.027
13 H -1.296 1.007 -0.042  N4 1.029
14 H 2.789 0.773 -1.427  N5 1.017
15 H 2.525 -0.862 -1.668  N5 1.019
16 H -0.453 1.055 3.283  O18 0.943
17 H -1.343 2.249 3.434  O18 0.972
18 O -0.794 1.779 2.784  H16 0.943, H17 0.972

For the electronic energy, the calculation gives -8323.9560 eV. Its gap between HOMO and LUMO (alpha / beta) is 10.45 / 4.70 eV. The lowest unoccupied orbital energy (alpha / beta) is -0.1139 / -0.3198 Eh. The relative energy (zero: lowest compared OMol25 entry of this formula, charge and spin) comes out at 20.7 kcal/mol. The multiplicity is 2. Its total charge is +1.

Atomic partial charges in e from the natural (NBO) method, atoms 1 to 6:
1 C -0.2307
2 C -0.3688
3 C -0.2776
4 N -0.2711
5 N -0.8013
6 H 0.1947


This record from the Open Molecules 2025 dataset describes a cluster of 2 separate species, C3H12N2O in total. The level of theory is wB97M-V/def2-TZVPD.

Each atom is followed by the atoms it is bonded to, with distances in Å.
Atoms and positions in Å:
1 C 1.566 -0.341 0.360  N2 1.425, C3 1.539, H5 1.097, H6 1.095
2 N 1.142 1.017 0.427  C1 1.425, H7 1.022
3 C 0.309 -1.226 0.431  C1 1.539, N4 1.512, H9 1.089, H10 1.088
4 N 0.655 -2.690 0.281  C3 1.512, H11 1.020, H12 1.023, H13 1.024
5 H 2.219 -0.609 1.199  C1 1.097
6 H 2.151 -0.577 -0.536  C1 1.095
7 H 1.914 1.634 0.169  N2 1.022
8 H -0.505 1.152 -0.327  O15 0.973
9 H -0.434 -0.991 -0.331  C3 1.089
10 H -0.155 -1.107 1.408  C3 1.088
11 H -0.193 -3.256 0.256  N4 1.020
12 H 1.163 -2.856 -0.591  N4 1.023
13 H 1.243 -3.035 1.045  N4 1.024
14 C -2.016 2.344 -0.697  O15 1.423, H16 1.088, H17 1.090, H18 1.091
15 O -1.410 1.057 -0.673  H8 0.973, C14 1.423
16 H -3.067 2.259 -0.430  C14 1.088
17 H -1.539 3.020 0.014  C14 1.090
18 H -1.944 2.785 -1.692  C14 1.091

For the electronic energy, the calculation gives -8324.2552 eV. Its gap between HOMO and LUMO (alpha / beta) is 8.98 / 7.84 eV. The lowest unoccupied orbital energy (alpha / beta) is -0.1461 / -0.1873 Eh. The relative energy (zero: lowest compared OMol25 entry of this formula, charge and spin) comes out at 13.8 kcal/mol. The multiplicity is 2. Its total charge is +1.

Atomic partial charges in e from the natural (NBO) method, atoms 1 to 6:
1 C -0.3281
2 N -0.3805
3 C -0.2408
4 N -0.6670
5 H 0.2309
6 H 0.2152


This record from the Open Molecules 2025 dataset describes a cluster of 2 separate species, C3H12N2O2 in total. The level of theory is wB97M-V/def2-TZVPD.

Each atom is followed by the atoms it is bonded to, with distances in Å.
Atoms and positions in Å:
1 N 0.769 -0.026 2.108  C2 1.419, H7 0.988, H8 1.084
2 C 1.188 -0.765 0.971  N1 1.419, C3 1.642, H9 1.116, H10 1.038
3 C -0.019 -1.260 -0.026  C2 1.642, N4 1.491, H11 1.177, H12 1.137
4 N -0.422 0.038 -0.640  C3 1.491, C5 1.406, H13 1.023
5 C -0.132 0.263 -1.998  N4 1.406, O6 1.354, H14 1.114, H15 1.150
6 O 0.997 0.966 -2.251  C5 1.354, H16 0.899
7 H 0.087 -0.564 2.579  N1 0.988
8 H 0.243 0.890 1.862  N1 1.084
9 H 1.399 -1.826 1.244  C2 1.116
10 H 2.054 -0.469 0.481  C2 1.038
11 H 0.300 -2.130 -0.752  C3 1.177
12 H -0.870 -1.789 0.511  C3 1.137
13 H -0.207 0.804 0.003  N4 1.023
14 H -0.191 -0.615 -2.683  C5 1.114
15 H -0.860 0.981 -2.523  C5 1.150
16 H 1.716 1.075 -1.723  O6 0.899
17 O -1.679 1.386 1.061  H18 0.988, H19 0.949
18 H -2.341 0.778 0.651  O17 0.988
19 H -2.033 2.265 1.126  O17 0.949

For the electronic energy, the calculation gives -10378.1614 eV. Its gap between HOMO and LUMO is 8.67 eV. As for the SMILES: NCCNCO.O. The lowest unoccupied orbital energy is 0.0225 Eh. The relative energy (zero: lowest compared OMol25 entry of this formula, charge and spin) comes out at 78.1 kcal/mol. Its total charge is 0.

Atomic partial charges in e from the natural (NBO) method, atoms 1 to 6:
1 N -0.8289
2 C -0.2307
3 C -0.2392
4 N -0.6991
5 C 0.1151
6 O -0.7608


This record from the Open Molecules 2025 dataset describes a cluster of 3 separate species, C3H12N2O2 in total. The level of theory is wB97M-V/def2-TZVPD.

Each atom is followed by the atoms it is bonded to, with distances in Å.
Atoms and positions in Å:
1 C 1.271 -0.382 -0.068  C2 1.496, C3 1.374, H6 1.085
2 C 2.111 0.444 0.855  C1 1.496, H9 1.090, H12 1.094, H13 1.088
3 C 0.983 0.019 -1.350  C1 1.374, H11 1.085, H14 1.083
4 N -1.390 -1.272 0.989  O5 1.443, H7 1.022, H8 1.020
5 O -0.543 -0.133 1.251  N4 1.443
6 H 1.225 -1.439 0.175  C1 1.085
7 H -0.777 -2.086 0.904  N4 1.022
8 H -1.921 -1.415 1.848  N4 1.020
9 H 2.033 1.504 0.613  C2 1.090
10 H -0.582 0.789 -1.234  N15 1.146
11 H 1.435 0.936 -1.715  C3 1.085
12 H 3.160 0.149 0.762  C2 1.094
13 H 1.803 0.303 1.889  C2 1.088
14 H 0.772 -0.726 -2.106  C3 1.083
15 N -1.575 1.081 -0.741  H10 1.146, O16 1.428, H18 1.018, H19 1.223
16 O -2.545 0.081 -1.057  N15 1.428, H17 1.004
17 H -2.296 -0.641 -0.405  O16 1.004
18 H -1.986 1.977 -0.995  N15 1.018
19 H -1.178 0.811 0.383  N15 1.223

For the electronic energy, the calculation gives -10375.2536 eV. Its gap between HOMO and LUMO is 9.10 eV. The lowest unoccupied orbital energy is 0.0385 Eh. The relative energy (zero: lowest compared OMol25 entry of this formula, charge and spin) comes out at 145.2 kcal/mol. Its total charge is 0.

Atomic partial charges in e from the natural (NBO) method, atoms 1 to 6:
1 C 0.0451
2 C -0.6627
3 C -0.6806
4 N -0.5849
5 O -0.7154
6 H 0.1844


This record from the Open Molecules 2025 dataset describes a cluster of 2 separate species, C3H12N2O2 in total. The level of theory is wB97M-V/def2-TZVPD.

Each atom is followed by the atoms it is bonded to, with distances in Å.
Atoms and positions in Å:
1 N -0.537 0.423 1.610  C2 1.419, H7 1.008, H8 1.005
2 C -0.222 -0.182 0.365  N1 1.419, C3 1.579, C5 1.541, H9 1.103
3 C 0.743 -1.426 0.491  C2 1.579, O4 1.398, H10 1.105, H11 1.092
4 O 1.682 -1.261 1.513  C3 1.398, H12 0.968
5 C -1.461 -0.722 -0.375  C2 1.541, N6 1.405, H13 1.099, H14 1.115
6 N -1.149 -1.570 -1.450  C5 1.405, H15 1.015, H16 1.011
7 H 0.144 1.129 1.841  N1 1.008
8 H -1.487 0.659 1.840  N1 1.005
9 H 0.276 0.548 -0.296  C2 1.103
10 H 0.121 -2.308 0.725  C3 1.105
11 H 1.311 -1.474 -0.439  C3 1.092
12 H 1.198 -0.929 2.283  O4 0.968
13 H -2.125 -1.243 0.328  C5 1.099
14 H -2.067 0.119 -0.785  C5 1.115
15 H -0.598 -1.205 -2.220  N6 1.015
16 H -1.792 -2.284 -1.763  N6 1.011
17 H 1.931 3.175 -0.919  O19 0.963
18 H 1.666 4.584 -1.494  O19 0.964
19 O 2.366 3.966 -1.256  H17 0.963, H18 0.964

For the electronic energy, the calculation gives -10371.2129 eV. Its gap between HOMO and LUMO (alpha / beta) is 10.79 / 5.07 eV. The lowest unoccupied orbital energy (alpha / beta) is -0.1215 / -0.3227 Eh. The relative energy (zero: lowest compared OMol25 entry of this formula, charge and spin) comes out at 48.7 kcal/mol. The multiplicity is 2. Its total charge is +1.

Atomic partial charges in e from the natural (NBO) method, atoms 1 to 6:
1 N -0.7825
2 C -0.0585
3 C -0.0409
4 O -0.6270
5 C -0.2715
6 N -0.5076


This record from the Open Molecules 2025 dataset describes a cluster of 2 separate species, C3H12N2O2 in total. The level of theory is wB97M-V/def2-TZVPD.

Each atom is followed by the atoms it is bonded to, with distances in Å.
Atoms and positions in Å:
1 C 0.366 -0.567 0.167  C2 1.525, N4 1.464, H7 1.094, H8 1.088
2 C -0.107 0.274 1.348  C1 1.525, O3 1.425, H9 1.077, H10 1.091
3 O 0.959 1.168 1.654  C2 1.425, H11 0.965
4 N 1.422 0.146 -0.555  C1 1.464, C5 1.434, H12 1.023
5 C 1.186 1.339 -1.316  N4 1.434, N6 1.477, H13 1.078, H14 1.087
6 N 0.769 0.924 -2.671  C5 1.477, H15 1.014, H16 1.014
7 H 0.805 -1.521 0.474  C1 1.094
8 H -0.400 -0.824 -0.561  C1 1.088
9 H -0.344 -0.376 2.174  C2 1.077
10 H -0.998 0.844 1.082  C2 1.091
11 H 0.665 1.732 2.379  O3 0.965
12 H 2.201 -0.424 -0.894  N4 1.023
13 H 0.394 1.921 -0.874  C5 1.078
14 H 2.083 1.948 -1.394  C5 1.087
15 H -0.242 0.883 -2.738  N6 1.014
16 H 1.120 0.019 -2.965  N6 1.014
17 H -3.314 -3.246 1.773  O19 0.968
18 H -3.230 -1.952 1.008  O19 0.970
19 O -3.333 -2.288 1.912  H17 0.968, H18 0.970

For the electronic energy, the calculation gives -10371.8179 eV. Its gap between HOMO and LUMO (alpha / beta) is 11.14 / 6.84 eV. The lowest unoccupied orbital energy (alpha / beta) is -0.1191 / -0.2770 Eh. The relative energy (zero: lowest compared OMol25 entry of this formula, charge and spin) comes out at 34.8 kcal/mol. The multiplicity is 2. Its total charge is +1.

Atomic partial charges in e from the natural (NBO) method, atoms 1 to 6:
1 C -0.2878
2 C -0.0853
3 O -0.7244
4 N -0.1490
5 C -0.1131
6 N -0.6801


What did we get for max |F|? Answer: 5.6; 1.0; 3.2; 1.1; 3.3; 0.9; 6.2; 2.3; 1.4; 1.1 eV Å⁻¹, in the order shown.